Record 1
Molecular formula: C4H5N3
Method: DFT, wB97M-V/def2-TZVPD

XYZ file:
```
12
Properties=species:S:1:pos:R:3:forces:R:3
C -0.539533 -0.427384 1.732683 1.3 -1.1 0.6
C -0.354585 0.137481 0.405198 0.8 -1.5 -5.8
C 0.832189 -0.190933 -0.389567 -2.9 3.1 1.0
C 0.989321 0.394678 -1.653969 -0.5 -1.3 1.0
N -0.119518 0.801232 -2.284445 -0.4 -0.3 0.6
N -1.292091 0.755480 -1.630632 0.8 1.1 -0.6
N -1.400507 0.599523 -0.339140 0.4 -0.6 1.0
H -0.117890 -1.481915 1.762406 -0.1 1.4 -0.1
H 0.065284 0.231164 2.348666 -0.2 -0.3 1.0
H -1.551730 -0.564639 2.037882 -0.7 0.6 0.2
H 1.535405 -0.614899 0.215146 2.5 -1.4 0.7
H 1.953655 0.360211 -2.204227 -0.9 0.2 0.3
```
Forces are in eV/Å.

The calculation puts the molar mass at 95.1 g/mol. As for the spin multiplicity: 1. The HOMO-LUMO gap is 9.5 eV. The calculation puts the relative energy (zero: lowest compared OMol25 entry of this formula, charge and spin) at 77.4 kcal per mole. The highest occupied orbital energy comes out at -9.515 eV. For the electronic energy, the calculation gives -8696.4547 eV.


Record 2
Molecular formula: C4H10N2
Method: DFT, wB97M-V/def2-TZVPD

XYZ file:
```
16
Properties=species:S:1:pos:R:3:forces:R:3
N -1.781432 1.044293 -2.277994 -2.4 1.7 -2.4
C -1.058334 1.161058 -1.166492 -0.6 0.1 2.4
C -0.349748 0.253062 -0.549251 2.0 -2.2 0.1
C 0.148357 0.313021 0.869236 1.7 -0.2 -1.0
C 1.393055 -0.545918 1.238052 1.1 2.5 0.2
N 1.292201 -1.902363 0.745028 0.1 -2.0 2.2
H -1.596113 0.316814 -2.939604 -0.3 -0.1 -0.1
H -2.642673 1.652872 -2.380580 2.0 -1.4 -0.1
H -1.309978 1.984293 -0.541476 -0.3 1.1 0.2
H -0.016696 -0.631709 -1.058922 -0.3 -0.6 -0.5
H 0.541018 1.287362 0.896006 0.0 1.7 1.1
H -0.650766 0.128677 1.524818 -1.1 -0.1 1.2
H 2.311195 0.125404 0.942072 -1.2 -1.8 -0.7
H 1.656965 -0.535534 2.318218 -1.1 0.1 -0.1
H 0.267326 -2.168412 0.855149 1.7 0.3 -0.2
H 1.795623 -2.482921 1.525740 -1.3 0.9 -2.3
```
Forces are in eV/Å.

The calculation puts the molar mass at 86.1 g/mol. As for the spin multiplicity: 1. The HOMO-LUMO gap is 8.7 eV. The calculation puts the relative energy (zero: lowest compared OMol25 entry of this formula, charge and spin) at 52.1 kcal per mole. The highest occupied orbital energy comes out at -7.595 eV. For the electronic energy, the calculation gives -7288.3601 eV.


Record 3
Molecular formula: C25H43Cl36N3O2
Method: DFT, wB97M-V/def2-TZVPD

XYZ file:
```
109
Properties=species:S:1:pos:R:3:forces:R:3
C 1.502580 1.163302 -0.460337 -0.4 -0.4 -1.1
O 1.913107 -0.182444 -0.118888 -0.9 0.4 0.2
C 0.798226 -0.989861 0.188108 -0.1 -0.7 0.8
C -0.208727 -1.226261 -1.008602 0.5 -1.3 -0.5
C 0.327188 -2.457134 -1.804199 -2.6 5.2 3.1
N 0.732850 -3.283071 -2.435963 1.6 -3.3 -2.3
C -1.684350 -1.532824 -0.521442 1.3 -1.7 -0.3
C -1.739652 -2.985922 0.030330 0.1 6.4 -2.2
N -2.037904 -4.012871 0.343977 -0.8 -4.3 1.4
O -2.129855 -0.638559 0.523535 -1.2 1.1 -1.3
C -2.872261 0.318985 -0.059803 3.2 -3.8 2.8
N -3.344561 1.173413 -0.613272 -1.9 2.8 -1.7
H 0.521281 1.433115 0.022583 1.0 -0.1 -0.1
H 2.308741 1.894763 -0.246375 -0.6 -0.8 0.1
H 1.330252 1.147654 -1.575823 0.2 0.4 1.0
H 0.267801 -0.603164 1.111667 0.3 -0.3 -1.4
H 1.199836 -2.002521 0.472426 -0.3 0.9 -0.3
H -0.264552 -0.398338 -1.751341 0.2 -0.4 0.7
H -2.353102 -1.392345 -1.401251 0.3 -0.7 0.7
C 1.701451 -0.447711 3.830744 0.2 -0.2 0.1
Cl 3.073167 0.464880 4.458572 -0.3 -0.1 -0.4
Cl 0.540676 0.614778 3.020448 -0.2 0.3 0.4
H 2.062674 -1.182230 3.117370 0.0 0.1 -0.1
H 1.203605 -0.948015 4.656169 0.0 0.1 0.0
C 1.288985 -6.173153 -5.329570 0.1 -0.1 0.1
Cl 0.220506 -6.103778 -6.739977 -0.1 0.0 0.1
Cl 2.950562 -6.562986 -5.799013 0.0 0.0 0.1
H 1.280982 -5.207810 -4.830787 0.0 0.0 -0.2
H 0.917218 -6.945318 -4.654367 0.4 0.4 -0.7
C -5.384034 -3.913700 0.694796 0.1 -0.1 0.1
Cl -5.432430 -2.200160 1.118113 0.1 0.0 0.0
Cl -6.735503 -4.362660 -0.357511 0.0 0.0 0.0
H -4.449362 -4.119185 0.180490 -0.1 0.1 0.0
H -5.441700 -4.503957 1.604657 -0.1 0.1 0.0
C -0.577921 -4.956639 -10.077473 0.1 -0.1 0.1
Cl -0.708263 -3.241225 -9.677525 0.1 0.0 0.1
Cl -1.951741 -5.492571 -11.053804 0.0 -0.1 0.0
H 0.337653 -5.119599 -10.638028 -0.1 0.1 0.0
H -0.553820 -5.532553 -9.156677 -0.1 0.1 -0.1
C -5.736142 3.060885 0.901371 0.0 -0.1 -0.2
Cl -5.316756 4.264785 2.129982 0.0 -0.5 -0.3
Cl -7.053005 2.016025 1.446865 0.0 0.0 0.0
H -6.046735 3.574780 -0.003934 0.0 0.0 0.1
H -4.864011 2.449759 0.696721 -0.1 0.1 0.1
C 4.284550 3.995955 -2.298161 0.2 0.0 -0.2
Cl 2.660688 4.152048 -1.619221 0.0 0.2 0.0
Cl 4.865019 2.325329 -2.216576 0.0 0.1 0.0
H 4.261244 4.309976 -3.337623 -0.1 -0.1 0.1
H 4.961520 4.629497 -1.736636 -0.1 -0.1 0.1
C 4.274632 3.785071 5.733845 -0.3 0.0 0.0
Cl 5.217176 2.296226 5.542172 0.3 0.3 0.1
Cl 2.581960 3.431377 6.100461 0.0 0.2 0.1
H 4.697093 4.365678 6.546478 -0.1 -0.2 0.0
H 4.323115 4.352361 4.811111 -0.1 -0.2 0.0
C 2.905043 7.979870 -1.529628 -0.2 0.0 0.1
Cl 2.045468 7.822324 -3.064647 0.0 0.0 0.1
Cl 4.523105 7.272675 -1.623513 0.1 0.2 0.1
H 2.996127 9.033475 -1.283376 0.1 -0.1 -0.1
H 2.341896 7.466021 -0.756028 0.1 -0.1 -0.1
C 3.538581 -2.706551 -4.488763 0.0 -0.2 0.1
Cl 2.825715 -2.776293 -6.103099 -0.1 -0.1 0.0
Cl 3.928426 -1.044321 -4.028311 0.0 0.0 0.1
H 2.829506 -3.112981 -3.772773 0.0 0.1 -0.1
H 4.450297 -3.296521 -4.481103 0.0 0.1 -0.1
C 7.777708 5.016504 3.956854 0.1 0.0 -0.1
Cl 6.657610 5.540695 5.218319 0.5 0.4 0.1
Cl 6.899680 4.240286 2.636561 0.1 0.1 0.0
H 8.312373 5.879015 3.570328 -0.2 0.0 0.0
H 8.480996 4.307629 4.383800 -0.2 0.0 0.0
C -0.439877 1.678918 8.378251 0.0 -0.1 0.1
Cl -0.601729 3.403931 8.726025 0.0 0.0 0.1
Cl -0.167480 1.393266 6.655769 0.0 -0.1 0.0
H 0.403608 1.284809 8.937532 0.0 0.1 -0.1
H -1.352074 1.172217 8.678946 0.0 0.1 -0.1
C -0.682884 -9.319490 -3.557384 -0.1 -0.2 0.0
Cl -0.341418 -7.649760 -3.084725 -0.1 -0.4 0.6
Cl 0.231555 -9.777536 -4.999002 0.0 0.0 0.0
H -0.407138 -9.979246 -2.740105 0.1 0.1 -0.1
H -1.744456 -9.414252 -3.767531 0.1 0.1 -0.1
C -7.683691 -0.878412 -2.103248 0.0 -0.1 0.1
Cl -6.286012 0.081950 -1.605982 0.1 -0.1 -0.1
Cl -8.953062 0.140841 -2.792352 0.0 -0.1 0.0
H -7.366824 -1.599731 -2.850671 0.0 0.1 0.0
H -8.080490 -1.396531 -1.234800 0.0 0.1 0.0
C -5.623915 7.365032 -0.026977 -0.1 -0.1 0.1
Cl -5.208817 9.012075 0.465158 0.0 0.0 0.1
Cl -4.673704 6.850931 -1.426239 0.0 -0.1 0.0
H -5.424674 6.691254 0.799722 0.1 0.1 -0.1
H -6.678180 7.331437 -0.286033 0.1 0.1 -0.1
C -4.757989 -7.060562 -1.527238 0.0 -0.1 0.1
Cl -5.789555 -6.938806 -2.955167 -0.1 0.0 0.1
Cl -3.102726 -7.485364 -1.978989 -0.3 0.1 0.3
H -4.746603 -6.101882 -1.021480 0.1 0.0 -0.1
H -5.155549 -7.823302 -0.863831 0.0 0.0 -0.1
C -4.169841 8.051689 4.306868 0.0 0.2 0.0
Cl -2.520395 7.607973 4.759757 0.0 0.1 0.0
Cl -4.986790 6.724207 3.472083 0.0 0.6 0.4
H -4.727549 8.298342 5.205464 0.1 -0.1 0.0
H -4.134404 8.912679 3.645477 0.0 -0.1 -0.1
C 7.732009 0.533778 -0.434961 0.1 0.0 -0.1
Cl 7.641756 1.670826 0.913776 0.2 0.0 -0.1
Cl 6.173771 -0.258702 -0.684640 0.1 -0.2 -0.1
H 8.003480 1.072597 -1.338378 -0.1 0.0 0.1
H 8.483527 -0.218357 -0.213836 -0.1 0.0 0.1
C 3.009943 -3.615388 6.118319 0.1 0.0 0.3
Cl 2.342526 -3.746242 4.485659 0.0 -0.1 0.0
Cl 3.288529 -1.929764 6.579642 0.0 -0.4 0.2
H 2.309578 -4.060369 6.818814 0.0 0.1 -0.1
H 3.955021 -4.148993 6.152820 0.0 0.1 -0.1
```
Forces are in eV/Å.

The calculation puts the molar mass at 1693.9 g/mol. As for the spin multiplicity: 1. The HOMO-LUMO gap is 10.3 eV. The highest occupied orbital energy comes out at -10.322 eV. For the electronic energy, the calculation gives -485991.0141 eV.